No. 1
Here is a molecular structure, C54H69AsBMgN7P2S4 from OMol25. Energies are from the ωB97M-V functional and the def2-TZVPD basis.

HOMO-LUMO gap (eV): 7.4
LUMO level (eV): -4.942
Energy relative to the best compared isomer or geometry (same formula, charge and spin) (kJ/mol): 0.0
E_tot (eV): -196421.7048
Highest occupied orbital energy (Ha): -0.453

Geometry as ORCA input:
```
! wB97M-V def2-TZVPD RIJCOSX def2/J DEFGRID3
* xyz 2 1
Mg -0.89431 0.67496 -1.60445
C -1.35798 2.78055 2.85910
C -0.26118 1.77550 2.71196
C 0.21112 1.06547 3.76884
C 1.23089 0.09706 3.59591
N 1.74285 -0.11189 2.42123
N 1.28762 0.59802 1.37140
B 2.15018 0.19129 0.17596
N 2.41660 -1.30245 0.04343
N 3.48604 -1.71961 0.78407
C 3.76758 -2.98715 0.77814
C 2.98738 -3.90757 0.01882
C 1.94544 -3.49709 -0.73418
C 1.11271 -4.44793 -1.53157
C 1.65087 -2.08698 -0.73311
S 0.40074 -1.50855 -1.71886
C 4.93668 -3.50812 1.60158
C 5.60658 -2.40231 2.40867
C 5.96132 -4.12516 0.63602
C 4.41759 -4.58462 2.56681
N 2.35070 1.05290 -1.04769
N 3.37177 1.12598 -0.16544
C 4.44219 1.83475 -0.35631
C 4.51194 2.48398 -1.62679
C 3.51312 2.41031 -2.54539
C 3.60220 3.10556 -3.86191
C 2.29726 1.66161 -2.23624
S 0.95561 1.63894 -3.22988
C 5.51432 1.92345 0.70381
C 4.97392 1.41773 2.04010
C 5.95791 3.38588 0.85302
C 6.70048 1.07012 0.22757
C 0.31000 1.51348 1.42474
S -0.23627 2.37758 0.04796
C 1.83906 -0.70012 4.74373
C 0.90884 -0.71842 5.95767
C 2.12647 -2.13688 4.29302
C 3.16201 -0.01334 5.12448
H -1.72437 2.79833 3.88473
H -2.17735 2.55435 2.17509
H -1.00801 3.77907 2.59121
H -0.20461 1.23493 4.75406
H 3.23715 -4.96075 0.05331
H 1.46521 -5.46775 -1.38566
H 1.15477 -4.20233 -2.59398
H 0.06439 -4.37746 -1.23507
H 6.04369 -1.64259 1.76118
H 6.40875 -2.83718 3.00735
H 4.90297 -1.90976 3.08357
H 6.27145 -3.40445 -0.12514
H 5.57222 -5.01124 0.12997
H 6.85001 -4.43104 1.19074
H 3.67650 -4.17518 3.25709
H 5.25029 -4.97421 3.15539
H 3.96697 -5.42921 2.04136
H 5.39602 3.06607 -1.85278
H 4.57396 3.57675 -3.98976
H 2.81814 3.86181 -3.93699
H 3.42565 2.39838 -4.67397
H 4.17408 2.06767 2.40946
H 5.77738 1.42801 2.77909
H 4.58482 0.40242 1.96839
H 5.11634 4.03891 1.09351
H 6.44816 3.76559 -0.04478
H 6.67910 3.45047 1.66945
H 6.42103 0.01849 0.13714
H 7.51421 1.15088 0.95089
H 7.07932 1.40800 -0.73992
H -0.09277 -1.07849 5.70351
H 0.81360 0.26290 6.42766
H 1.31941 -1.39449 6.70829
H 1.20885 -2.72407 4.20775
H 2.76860 -2.62563 5.02928
H 2.63311 -2.15233 3.32828
H 3.01348 1.04539 5.35462
H 3.88467 -0.09028 4.30768
H 3.58687 -0.49332 6.00842
N -3.59213 0.86192 -3.34187
P -3.25497 -0.33823 -2.19569
C -4.64731 -0.32387 -1.03649
C -4.61177 0.56083 0.03952
C -5.72962 0.72239 0.84645
C -6.87981 -0.01411 0.59460
C -6.91587 -0.91114 -0.46707
C -5.80462 -1.06319 -1.28476
C -3.36464 -1.92163 -3.04845
C -3.24292 -3.08389 -2.28454
C -3.26613 -4.32219 -2.90361
C -3.40306 -4.40667 -4.28557
C -3.50926 -3.25303 -5.04677
C -3.48428 -2.00685 -4.43088
P -2.57954 2.22507 -3.19951
C -2.60148 2.93335 -4.86361
C -3.06837 4.21636 -5.13193
C -3.03238 4.70836 -6.43085
C -2.53388 3.92550 -7.46090
C -2.06039 2.64530 -7.19670
C -2.08553 2.15418 -5.90244
C -3.46711 3.43121 -2.17055
C -2.73524 4.47322 -1.59919
C -3.36301 5.41215 -0.79533
C -4.72578 5.30915 -0.54289
C -5.45813 4.26976 -1.09873
C -4.83147 3.33455 -1.91205
H -4.49180 0.92074 -3.80323
H -3.71035 1.13464 0.22675
H -5.71156 1.42773 1.66835
H -7.75254 0.11197 1.22340
H -7.81308 -1.48468 -0.66219
H -5.83825 -1.76417 -2.11067
H -3.12433 -3.01784 -1.20720
H -3.17884 -5.22472 -2.31158
H -3.42600 -5.37566 -4.76770
H -3.61363 -3.31939 -6.12206
H -3.56064 -1.10634 -5.02859
H -3.47398 4.83081 -4.33823
H -3.40394 5.70390 -6.63644
H -2.51383 4.31111 -8.47230
H -1.66792 2.03378 -7.99906
H -1.70436 1.15855 -5.69888
H -1.66807 4.55737 -1.78481
H -2.79136 6.22557 -0.36655
H -5.21717 6.04391 0.08271
H -6.52109 4.18787 -0.90747
H -5.41616 2.52870 -2.34023
C -3.75050 -0.22703 3.32832
As -2.98478 -1.76185 2.45637
C -2.28045 -2.83915 3.88055
C -4.44137 -2.78585 1.74110
S -1.51426 -1.29166 1.03258
H -4.68629 -0.49426 3.81939
H -3.92345 0.54689 2.58531
H -3.03726 0.13188 4.06889
H -3.04267 -3.01525 4.63889
H -1.43337 -2.31271 4.31256
H -1.94266 -3.78436 3.46304
H -5.14713 -3.02122 2.53761
H -4.02764 -3.70354 1.32904
H -4.93482 -2.21779 0.95546
*
```

---

No. 2
Here is a molecular structure, C54H69F3N3P2Y from OMol25. Energies are from the ωB97M-V functional and the def2-TZVPD basis.

HOMO-LUMO gap (eV): 7.4
LUMO level (eV): 0.322
E_tot (eV): -89365.7165
Highest occupied orbital energy (Ha): -0.262

Geometry as ORCA input:
```
! wB97M-V def2-TZVPD RIJCOSX def2/J DEFGRID3
* xyz 0 1
Y -0.45512 -0.13773 -0.25257
C -0.91449 -2.11951 3.37838
C -0.87935 -3.22049 2.31838
C -1.39161 -4.53493 2.90602
P -1.64558 -2.61490 0.72742
C -2.02828 -4.16395 -0.18926
C -0.71588 -4.83613 -0.59344
C -2.89485 -3.90794 -1.41051
C -3.20545 -1.87524 1.29958
C -4.09180 -2.64193 2.06526
C -5.08139 -2.07032 2.83745
C -5.15181 -0.67938 2.89043
C -4.32864 0.09017 2.09924
C -3.39494 -0.47802 1.21014
N -2.68645 0.33323 0.30665
C -3.43119 1.34710 -0.30883
C -4.82431 1.22873 -0.50292
C -5.56809 2.20717 -1.12332
C -4.96655 3.37526 -1.58170
C -3.60217 3.50757 -1.42528
C -2.81793 2.51590 -0.82776
P -1.01948 2.67921 -0.61142
C -0.82658 3.84379 0.80782
C -1.56040 3.28977 2.02535
C -1.26710 5.27446 0.50671
C -0.14644 3.52966 -2.02261
C 0.78697 2.51325 -2.68107
C -0.93295 4.30054 -3.07853
H -0.30962 -2.42340 4.23589
H -1.93425 -1.94944 3.72816
H -0.51539 -1.17223 3.01313
H 0.16318 -3.37883 2.03984
H -2.40966 -4.44704 3.28152
H -0.76403 -4.79869 3.76087
H -1.34953 -5.36823 2.20502
H -2.57366 -4.81203 0.50409
H -0.17921 -4.20910 -1.31082
H -0.91868 -5.79560 -1.07334
H -0.05665 -5.02050 0.25425
H -2.36189 -3.29067 -2.13478
H -3.82730 -3.40902 -1.14883
H -3.13679 -4.85623 -1.89545
H -3.98893 -3.71897 2.05734
H -5.75565 -2.68601 3.41665
H -5.86661 -0.19433 3.54315
H -4.42362 1.16808 2.11938
H -5.32309 0.32772 -0.17591
H -6.63240 2.05359 -1.25469
H -5.54645 4.15652 -2.05344
H -3.12837 4.41112 -1.77648
H 0.25175 3.83006 1.00798
H -2.63412 3.24330 1.83014
H -1.40658 3.95160 2.87964
H -1.21256 2.29009 2.28835
H -2.34249 5.31974 0.32479
H -0.75222 5.70259 -0.35341
H -1.05299 5.91083 1.36788
H 0.48848 4.24571 -1.48496
H 0.23584 1.72952 -3.19854
H 1.42367 2.03726 -1.93412
H 1.43924 3.00423 -3.40670
H -1.66453 3.66723 -3.58005
H -0.23761 4.66681 -3.83701
H -1.45185 5.16563 -2.66773
C 2.73271 -3.87138 0.96221
C 2.52550 -2.48020 1.56977
C 2.60260 -2.54092 3.09115
C 3.50677 -1.51356 0.94711
C 4.77447 -1.34623 1.48688
C 5.72075 -0.54585 0.86566
C 5.38930 0.11063 -0.30027
C 4.11959 -0.00816 -0.86619
C 3.83054 0.78034 -2.12838
C 4.67750 0.28448 -3.30157
C 4.04752 2.27591 -1.89642
C 3.17917 -0.83433 -0.23730
N 1.86309 -0.96897 -0.79664
C 1.78769 -1.64315 -1.90066
C 0.63875 -1.73297 -2.72708
C 0.60080 -2.42963 -3.93176
C -0.63428 -2.14293 -4.50391
C -1.29697 -1.27260 -3.63015
N -0.53915 -1.01733 -2.52645
C -2.62705 -0.60133 -3.92666
C -3.70021 -0.90909 -2.87963
C -3.15512 -1.06082 -5.28633
C -2.40878 0.91375 -3.99138
H 2.04889 -4.60165 1.39827
H 3.75068 -4.21573 1.15753
H 2.58301 -3.86685 -0.11801
H 1.52663 -2.11611 1.31015
H 3.55275 -2.95039 3.43604
H 1.82026 -3.19635 3.47898
H 2.46934 -1.55267 3.53149
H 5.03754 -1.85959 2.40019
H 6.70725 -0.43297 1.29588
H 6.12338 0.74481 -0.78227
H 2.78701 0.62917 -2.39993
H 5.74182 0.42850 -3.10833
H 4.42635 0.82818 -4.21390
H 4.51529 -0.77866 -3.48407
H 5.09388 2.49069 -1.67250
H 3.44865 2.63949 -1.05911
H 3.77559 2.84644 -2.78566
H 2.67376 -2.16193 -2.27906
H 1.39133 -3.04694 -4.32911
H -1.00440 -2.49965 -5.44954
H -4.12889 -1.89777 -3.04258
H -4.50532 -0.17681 -2.95504
H -3.31128 -0.87163 -1.86246
H -3.28127 -2.14406 -5.31838
H -2.49039 -0.76425 -6.09904
H -4.13047 -0.60464 -5.46515
H -2.12519 1.30353 -3.01480
H -3.33292 1.41747 -4.28571
H -1.62649 1.16634 -4.70960
F 6.67831 2.25484 5.74718
C 5.69912 3.17041 5.57984
F 5.31062 3.55582 6.80768
F 6.27849 4.24002 4.99416
C 4.56682 2.62847 4.75844
C 4.81000 2.29802 3.42933
C 3.79759 1.76900 2.65545
C 2.52599 1.56306 3.20169
C 2.29355 1.90325 4.53403
C 3.31076 2.43491 5.31037
C 1.49861 0.98681 2.38659
C 0.64422 0.50635 1.65827
H 5.79413 2.44884 3.00449
H 3.97843 1.49423 1.62555
H 1.31073 1.74266 4.95600
H 3.12709 2.69500 6.34328
*
```

---

No. 3
Here is 12 unconnected molecules or ions with the total composition C54H72N8O18 from OMol25. Energies are from the ωB97M-V functional and the def2-TZVPD basis.

HOMO-LUMO gap (eV): 7.2
LUMO level (eV): 0.026
Energy relative to the best compared isomer or geometry (same formula, charge and spin) (kJ/mol): 0.0
E_tot (eV): -105939.4388
Highest occupied orbital energy (Ha): -0.262

Geometry as ORCA input:
```
! wB97M-V def2-TZVPD RIJCOSX def2/J DEFGRID3
* xyz 0 1
C 5.98761 1.26041 -0.38275
C 5.29917 0.77186 -1.70800
N 4.30139 1.75291 -2.15293
C 4.38082 3.13282 -2.13920
C 3.14562 3.62714 -2.54328
N 2.35472 2.53150 -2.80306
C 3.09402 1.35593 -2.57551
C 0.88165 2.69175 -3.06068
H 6.64907 0.52976 0.08279
H 5.29312 1.39743 0.44611
H 6.47902 2.23032 -0.45945
H 4.85124 -0.22014 -1.64987
H 6.04272 0.71613 -2.50307
H 5.28119 3.70845 -1.98306
H 2.79886 4.63453 -2.72027
H 2.67519 0.36222 -2.51629
H 0.62001 2.04044 -3.89460
H 0.80105 3.70742 -3.44801
H 0.37540 2.46905 -2.12141
C 2.00191 0.93658 1.01059
C 0.80326 0.02134 0.58803
C -0.45379 0.92875 0.56704
O 0.99763 -0.68988 -0.60274
H 2.85018 0.29707 1.25465
H 1.73537 1.46965 1.92321
H 2.28748 1.63923 0.22775
H 0.51795 -0.67481 1.37674
H -1.30636 0.34533 0.21942
H -0.32629 1.63034 -0.25734
H -0.67906 1.51193 1.45993
C 1.70748 4.38884 0.81402
C 0.49196 4.50802 0.16812
C 0.34858 5.41054 -0.88661
C 1.33916 6.28830 -1.29788
C 2.58391 6.21412 -0.61005
C 2.74311 5.20232 0.32466
O 4.00208 5.10719 0.93687
O -0.82826 5.42684 -1.46505
H 1.87797 3.60974 1.54226
H -0.34017 3.86644 0.41776
H 1.11335 7.06585 -2.01260
H 3.20050 7.07734 -0.81272
H 3.98668 4.51693 1.69381
H -1.40919 4.71108 -1.19706
C -4.61456 3.23271 -2.32469
C -5.29170 3.19650 -3.51066
C -4.71076 3.54557 -4.72233
C -3.30688 3.68518 -4.82049
C -2.52054 3.65126 -3.63207
C -3.18842 3.44499 -2.40085
O -2.41637 3.46405 -1.22999
O -5.48921 3.49747 -5.88190
H -5.07536 3.20308 -1.34837
H -6.35156 3.00225 -3.43751
H -2.81349 3.94793 -5.74456
H -1.45163 3.79267 -3.69404
H -2.75944 3.18789 -0.37697
H -6.40714 3.25837 -5.73410
C -2.90883 -1.55378 -4.72842
C -1.62220 -1.94943 -4.41048
C -0.77973 -1.18005 -3.50433
C -1.35893 -0.07802 -2.93771
C -2.69310 0.22473 -3.15798
C -3.48222 -0.51987 -4.07699
O -4.73734 -0.01942 -4.27652
O 0.43140 -1.59761 -3.18411
H -3.49172 -2.25142 -5.31145
H -1.28100 -2.86942 -4.86171
H -0.85873 0.49228 -2.16897
H -3.25945 0.90379 -2.53788
H -5.06591 0.40557 -3.48088
H 0.50812 -1.38714 -2.25061
C -1.05444 -2.35484 3.04874
C -1.75393 -1.38423 3.78435
C -3.00201 -1.62605 4.26482
C -3.61917 -2.86237 4.08892
C -2.94517 -3.85017 3.34426
C -1.69510 -3.66574 2.98287
O -0.95213 -4.68854 2.43063
O -3.72697 -0.73859 4.98260
H -0.06220 -2.22106 2.64381
H -1.29559 -0.40787 3.72907
H -4.58172 -3.02650 4.55038
H -3.33759 -4.84442 3.18975
H -0.50344 -4.27536 1.68931
H -3.16794 -0.12128 5.46011
C 1.88171 0.10817 5.62018
C 0.63187 -0.18504 6.26247
C -0.39656 0.71347 6.24261
C -0.25242 1.89399 5.51639
C 0.97231 2.12431 4.83790
C 2.06629 1.27661 5.05212
O 3.26893 1.59520 4.47903
O -1.59551 0.45629 6.88514
H 2.70010 -0.59651 5.62823
H 0.47435 -1.10416 6.80726
H -1.09596 2.55484 5.65098
H 0.94908 3.00822 4.21776
H 3.45096 2.53574 4.41686
H -1.50134 0.10523 7.77368
C -0.84921 -6.21196 -1.78083
C -0.02393 -5.60791 -0.81768
C -0.31468 -4.23748 -0.41526
C -1.43855 -3.58082 -0.96927
C -2.15033 -4.31288 -1.96303
C -1.97661 -5.61572 -2.32111
O -2.60236 -6.12744 -3.42272
O 0.54757 -3.59642 0.41201
H -0.79415 -7.25455 -2.05721
H 0.91232 -6.01585 -0.46634
H -1.65666 -2.54598 -0.75033
H -2.83033 -3.75618 -2.59080
H -3.55054 -6.11184 -3.27332
H 0.70406 -2.72190 0.04825
C 3.27504 -3.93113 -1.65525
C 3.83607 -5.02318 -2.29227
C 5.18333 -5.17212 -2.12017
C 5.93230 -4.30627 -1.33610
C 5.36781 -3.19118 -0.70444
C 4.01880 -2.98155 -1.00650
O 3.43676 -1.87433 -0.51705
O 5.75653 -6.16929 -2.73367
H 2.23030 -3.73147 -1.84244
H 3.23784 -5.66663 -2.92035
H 7.00807 -4.39979 -1.31678
H 5.99271 -2.53192 -0.12025
H 2.58040 -1.67826 -0.90411
H 5.16715 -6.90029 -2.93335
C -4.70173 -0.76797 0.07236
O -4.81454 -0.22897 -1.01696
N -3.69048 -1.47303 0.47009
N -5.60233 -0.70542 1.00026
H -3.58644 -1.61237 1.46501
H -2.93952 -1.47684 -0.20529
H -5.52308 -1.22030 1.86555
H -6.43963 -0.18900 0.77150
C 3.54183 -2.70306 3.07658
O 3.87832 -2.97242 4.22721
N 3.36139 -3.63029 2.13524
N 3.28233 -1.58733 2.48070
H 3.45372 -4.61318 2.34857
H 2.99904 -3.27706 1.26115
H 3.09281 -0.76912 3.04170
H 3.15879 -1.52974 1.47994
C -3.64196 2.68702 2.24205
O -3.54447 3.24504 1.19789
N -3.32054 1.44297 2.43090
N -4.12532 3.23128 3.25665
H -3.19410 0.85448 1.61985
H -3.23089 1.00591 3.33701
H -4.23516 2.81100 4.16846
H -4.59524 4.07439 2.95928
*
```